Model a:
Formula: C52H78O39
Source: the Open Molecules 2025 dataset
Level of theory: ωB97M-V with the def2-TZVPD basis set

For the HOMO energy, the calculation gives -10.188 eV. The HOMO-LUMO gap comes out at 9.99 eV. The calculation puts the LUMO energy at -0.19 eV.

Geometry as ORCA input:
```
! RIJCOSX wB97M-V def2-TZVPD def2/J DEFGRID3
* xyz 0 1
O -19.502 -0.778 18.051
O -23.693 2.080 13.973
O -22.352 6.241 15.965
O -30.155 2.525 17.464
O -23.297 8.227 16.545
O -24.573 -5.320 15.254
O -22.468 -2.527 18.315
O -23.466 -6.736 13.897
O -19.276 -0.315 15.959
O -25.258 4.651 17.607
O -24.101 6.961 14.862
O -25.894 -0.030 11.365
O -26.676 2.969 8.937
O -27.012 -0.917 16.075
O -28.873 3.727 18.738
O -25.252 1.556 8.135
O -20.239 3.490 10.626
O -26.253 0.389 17.724
O -24.916 3.595 19.565
O -23.058 0.158 13.308
O -19.916 -2.027 9.629
O -25.895 -1.902 17.684
O -20.641 5.017 12.180
O -19.836 2.925 12.661
O -23.598 -7.103 16.012
O -28.061 0.601 11.473
O -23.388 3.300 17.986
O -27.309 1.584 7.230
O -22.049 -1.129 9.592
O -21.862 -2.986 20.411
O -18.717 -2.357 16.788
O -20.244 -5.490 14.100
O -22.103 -0.784 19.784
O -30.755 4.689 17.928
O -26.681 1.320 13.002
O -22.687 1.884 12.001
O -18.917 -7.172 14.782
O -18.449 -5.888 12.930
O -21.607 -3.005 10.696
C -28.007 3.049 14.161
C -23.823 2.916 20.167
C -28.182 2.504 18.742
C -23.266 -0.999 15.400
C -20.634 1.706 15.701
C -27.311 -2.289 15.946
C -19.136 -6.230 14.031
C -23.870 -6.299 15.048
C -20.574 -3.172 13.632
C -23.909 -0.106 14.428
C -23.901 5.526 12.900
C -19.122 -1.253 16.936
C -19.913 0.570 17.910
C -29.968 3.737 18.043
C -24.573 2.170 9.191
C -22.120 -1.999 19.492
C -23.669 -3.472 11.871
C -21.071 -2.073 9.917
C -28.048 1.868 20.130
C -23.276 -1.542 10.178
C -29.075 1.687 17.803
C -27.261 -2.463 14.399
C -22.644 5.145 15.153
C -20.270 3.883 11.867
C -23.954 5.630 14.428
C -27.958 1.649 13.495
C -19.816 2.146 10.618
C -23.017 -9.434 16.234
C -20.374 -4.581 13.075
C -19.551 0.926 16.472
C -26.481 1.949 8.057
C -19.090 -4.819 12.268
C -22.778 -7.945 14.137
C -24.236 1.252 14.990
C -25.487 3.294 9.650
C -26.323 -0.738 17.183
C -24.449 1.850 21.041
C -21.536 -4.512 17.331
C -22.544 -3.921 18.363
C -23.029 1.442 13.069
C -19.386 0.495 12.456
C -26.289 -2.916 16.853
C -19.091 1.965 11.953
C -24.579 3.917 18.303
C -26.794 0.577 11.905
C -22.154 -4.191 19.831
C -22.631 -8.033 15.649
C -23.260 7.271 15.800
C -23.034 2.356 18.998
C -28.796 1.537 12.255
C -23.190 2.584 8.750
C -23.035 -3.009 10.562
H -24.744 -3.382 12.022
H -21.846 4.952 14.436
H -23.099 3.274 7.912
H -29.052 1.827 20.552
H -19.069 0.433 13.497
H -23.269 -2.988 12.762
H -21.240 -4.770 19.965
H -21.453 -3.188 14.277
H -20.962 0.700 18.175
H -27.610 0.872 20.195
H -23.430 -4.521 12.050
H -19.296 1.175 18.575
H -22.483 1.762 8.635
H -22.186 -0.912 15.518
H -24.946 2.345 21.875
H -24.099 -1.440 9.470
H -28.317 -2.473 16.325
H -27.505 3.833 13.593
H -25.568 3.243 10.736
H -19.314 -5.166 11.260
H -23.243 3.650 20.728
H -23.979 -9.726 15.812
H -23.332 -8.815 13.783
H -20.357 1.606 14.651
H -23.808 1.480 15.966
H -28.766 2.522 11.789
H -22.780 4.240 15.746
H -23.710 1.186 21.491
H -20.611 1.432 10.402
H -25.116 4.304 9.477
H -18.636 1.518 16.512
H -22.974 -4.709 20.328
H -27.375 2.513 20.695
H -21.643 1.309 15.810
H -21.964 2.305 19.199
H -18.871 -0.290 11.903
H -23.357 -2.009 14.998
H -28.246 0.830 14.154
H -27.227 2.662 18.240
H -29.434 0.765 18.259
H -28.537 1.417 16.895
H -25.409 -3.329 16.359
H -19.072 2.073 9.825
H -29.001 3.366 14.475
H -21.695 -5.590 17.301
H -18.046 2.242 11.815
H -23.467 -0.950 11.073
H -24.493 1.459 10.014
H -19.729 -2.805 14.213
H -24.865 5.203 14.846
H -24.839 -0.555 14.078
H -23.203 -3.718 9.751
H -23.550 -4.284 18.152
H -20.407 0.123 12.363
H -21.472 -4.011 16.365
H -24.844 5.720 12.389
H -20.741 2.719 16.088
H -18.448 -3.962 12.066
H -20.854 -2.411 12.905
H -20.615 -4.269 17.860
H -23.130 6.175 12.484
H -21.776 -7.906 13.709
H -26.303 -2.204 13.947
H -23.166 -9.332 17.309
H -26.780 -3.687 17.447
H -27.937 -1.720 13.977
H -23.467 1.382 18.770
H -23.586 4.513 12.652
H -27.558 -3.481 14.150
H -22.290 -10.209 15.994
H -21.228 -4.910 12.483
H -25.212 1.250 20.546
H -27.322 3.043 15.010
H -22.760 3.112 9.601
H -29.857 1.292 12.303
H -25.310 1.407 15.099
H -23.651 -1.007 16.420
H -21.631 -7.781 16.000
*
```

=====

Model b:
Formula: C52H78O39
Source: the Open Molecules 2025 dataset
Level of theory: ωB97M-V with the def2-TZVPD basis set

For the HOMO energy, the calculation gives -10.606 eV. The HOMO-LUMO gap comes out at 10.13 eV. The calculation puts the LUMO energy at -0.48 eV.

Geometry as ORCA input:
```
! RIJCOSX wB97M-V def2-TZVPD def2/J DEFGRID3
* xyz 0 1
O -22.299 13.472 10.028
O -13.401 14.388 19.486
O -14.394 7.594 12.865
O -15.005 18.280 12.048
O -3.675 9.259 14.335
O -17.048 17.456 12.226
O -9.405 6.817 20.984
O -17.305 0.126 10.535
O -14.635 2.198 18.704
O -19.499 0.145 10.104
O -22.863 5.693 14.631
O -9.174 4.883 6.454
O -15.420 16.111 13.015
O -19.840 15.663 16.561
O -21.724 16.148 17.625
O -5.120 7.724 15.209
O -24.566 4.119 15.296
O -8.471 4.733 8.541
O -18.015 8.445 6.197
O -14.966 13.451 20.792
O -19.996 7.664 6.806
O -25.006 5.835 13.836
O -17.955 1.224 8.708
O -15.058 14.273 8.081
O -21.604 12.324 8.300
O -7.550 7.864 21.738
O -12.817 1.012 18.964
O -12.997 7.745 14.603
O -23.252 11.431 9.442
O -14.025 12.442 18.899
O -13.171 9.369 12.987
O -14.472 0.417 17.420
O -19.687 7.954 4.730
O -9.528 8.852 21.643
O -7.898 3.121 6.920
O -3.021 7.182 15.027
O -13.237 13.796 6.897
O -14.320 15.673 6.480
O -20.739 14.077 17.793
C -16.305 3.501 17.650
C -10.889 8.500 21.575
C -18.381 0.472 9.734
C -21.406 6.794 3.666
C -14.253 13.442 19.745
C -8.735 7.806 21.468
C -5.054 6.363 15.933
C -15.738 17.178 12.442
C -12.523 17.157 5.739
C -15.675 1.048 17.083
C -12.833 14.214 18.151
C -12.457 14.565 6.050
C -11.301 6.050 21.997
C -13.134 12.672 17.856
C -14.288 14.528 7.227
C -16.017 2.839 9.095
C -13.318 15.772 5.528
C -14.752 8.355 11.683
C -21.103 7.846 4.807
C -13.883 1.220 18.347
C -24.218 5.150 14.693
C -15.760 19.266 11.364
C -18.166 19.415 12.203
C -22.211 5.902 12.229
C -22.776 6.542 13.549
C -16.580 1.431 8.732
C -13.463 8.135 13.533
C -10.742 7.077 21.055
C -9.707 5.982 7.113
C -18.924 14.632 16.549
C -22.412 12.318 9.325
C -13.931 9.714 11.853
C -9.201 6.713 9.486
C -20.596 13.301 8.397
C -6.111 5.470 15.343
C -8.480 4.157 7.219
C -21.195 14.168 9.579
C -15.865 2.125 18.164
C -17.146 18.574 11.422
C -19.140 8.094 5.913
C -9.589 5.616 8.626
C -3.893 8.193 14.886
C -16.219 8.656 11.579
C -24.268 6.918 13.350
C -11.208 14.394 18.309
C -16.216 0.328 9.678
C -3.600 6.010 15.615
C -20.558 14.036 7.030
C -19.485 13.521 17.554
C -19.328 12.077 17.076
C -20.858 15.368 17.411
C -21.138 7.266 6.183
H -22.456 6.500 3.654
H -6.094 4.411 15.602
H -24.478 7.903 13.768
H -11.275 6.172 23.080
H -12.391 6.017 22.007
H -5.144 6.549 17.003
H -20.414 13.370 6.179
H -21.475 8.870 4.798
H -16.529 1.625 18.870
H -21.435 14.666 6.882
H -22.082 7.361 13.735
H -21.263 6.191 6.055
H -11.378 8.580 22.546
H -8.373 7.177 8.951
H -13.376 14.925 17.529
H -20.473 14.340 10.377
H -9.134 6.452 10.542
H -14.631 10.512 12.100
H -21.464 15.161 9.219
H -13.565 12.796 16.863
H -16.222 1.217 7.725
H -15.492 3.994 17.118
H -17.961 14.955 16.945
H -11.466 9.057 20.837
H -21.216 5.537 12.485
H -11.043 7.005 20.010
H -19.696 11.305 17.752
H -14.419 7.934 10.734
H -16.728 7.734 11.297
H -12.187 12.131 17.844
H -16.507 0.396 16.819
H -10.624 14.352 17.390
H -17.069 3.554 16.874
H -3.476 5.157 14.947
H -16.668 8.747 12.568
H -21.146 7.143 2.667
H -9.990 7.452 9.349
H -19.729 14.743 7.002
H -11.096 15.272 18.945
H -12.104 13.949 5.223
H -22.812 5.068 11.867
H -10.373 4.999 9.066
H -21.994 7.672 6.722
H -19.691 11.768 16.096
H -14.928 2.866 9.055
H -7.062 5.828 15.737
H -6.255 5.570 14.267
H -10.896 13.446 18.748
H -13.254 17.919 6.009
H -24.589 6.878 12.309
H -15.743 20.180 11.957
H -18.974 13.541 18.517
H -15.323 0.542 10.264
H -20.806 5.933 3.963
H -15.506 1.432 16.077
H -3.092 5.763 16.547
H -18.033 19.596 13.269
H -11.120 5.015 21.705
H -16.560 4.310 18.335
H -11.656 17.128 6.399
H -11.579 14.916 6.593
H -18.151 20.390 11.716
H -13.413 10.027 10.946
H -18.264 11.888 16.932
H -15.426 19.469 10.347
H -10.790 6.078 7.036
H -13.708 15.524 4.540
H -16.081 3.150 10.138
H -22.173 6.745 11.539
H -16.048 -0.538 9.037
H -16.404 3.511 8.330
H -12.054 17.550 4.836
H -18.802 14.305 15.516
H -19.670 12.756 8.581
H -17.517 18.323 10.429
H -19.243 19.257 12.263
H -16.445 9.464 10.883
H -9.182 6.893 6.826
*
```

=====

Least stable of them? model b.

=====

Model a:
Formula: C2H8OS2
Source: the Open Molecules 2025 dataset
Level of theory: ωB97M-V with the def2-TZVPD basis set

For the HOMO energy (alpha / beta), the calculation gives -13.926 / -13.926 eV. The HOMO-LUMO gap (alpha / beta) comes out at 9.04 / 5.10 eV. The calculation puts the LUMO energy (alpha / beta) at -4.89 / -8.82 eV.

Geometry as ORCA input:
```
! RIJCOSX wB97M-V def2-TZVPD def2/J DEFGRID3
* xyz 1 2
S -1.179 -1.530 -1.485
S -0.398 -2.655 0.056
O 0.482 4.359 1.068
C -0.527 -1.435 1.342
C 0.421 -0.943 -2.198
H -0.331 4.513 1.544
H -0.930 -0.443 1.105
H -1.117 -1.874 2.145
H 0.801 -0.192 -1.496
H 0.454 -1.148 1.733
H 0.285 -0.493 -3.179
H 0.982 3.661 1.534
H 1.056 -1.819 -2.169
*
```

=====

Model b:
Formula: C2H8OS2
Source: the Open Molecules 2025 dataset
Level of theory: ωB97M-V with the def2-TZVPD basis set

For the HOMO energy (alpha / beta), the calculation gives -14.889 / -14.623 eV. The HOMO-LUMO gap (alpha / beta) comes out at 10.25 / 5.93 eV. The calculation puts the LUMO energy (alpha / beta) at -4.64 / -8.69 eV.

Geometry as ORCA input:
```
! RIJCOSX wB97M-V def2-TZVPD def2/J DEFGRID3
* xyz 1 2
S 0.948 -0.232 0.620
S 0.331 0.468 -1.230
O -1.083 2.911 1.356
C 1.708 -1.796 0.175
C -1.332 -0.110 -1.127
H -0.433 3.488 0.794
H 2.765 -1.758 -0.016
H -1.695 -0.351 -2.180
H 1.209 -2.469 -0.515
H -2.124 0.439 -0.586
H -1.122 -1.171 -0.629
H 1.677 -2.545 1.034
H -0.850 3.126 2.305
*
```

=====

Least stable of them? model b.

=====

Model a:
Formula: C5H17NO4
Source: the Open Molecules 2025 dataset
Level of theory: ωB97M-V with the def2-TZVPD basis set

For the HOMO energy, the calculation gives -9.492 eV. The HOMO-LUMO gap comes out at 10.04 eV. The calculation puts the LUMO energy at 0.54 eV.

Geometry as ORCA input:
```
! RIJCOSX wB97M-V def2-TZVPD def2/J DEFGRID3
* xyz 0 1
O 1.596 0.274 3.419
O 3.359 1.087 1.051
O 2.704 0.637 -2.251
O 0.252 -2.019 0.693
N -1.473 -0.962 1.625
C -2.649 -0.123 1.573
C -1.096 0.524 -1.465
C -0.520 -1.072 0.654
C -1.240 -0.478 -2.622
C -0.226 0.091 -0.260
H 0.710 -0.207 -0.704
H -2.792 0.382 2.535
H 3.402 0.032 -2.542
H -3.544 -0.710 1.355
H 2.838 0.441 0.552
H 2.218 -0.343 3.820
H 1.883 0.160 -2.407
H -2.073 0.792 -1.060
H 1.995 0.436 2.552
H -0.970 0.012 -3.552
H 3.414 1.834 0.446
H -2.280 -0.801 -2.698
H -0.002 0.968 0.324
H -0.754 1.536 -1.695
H -0.661 -1.367 -2.367
H -1.480 -1.772 2.214
H -2.611 0.650 0.808
*
```

=====

Model b:
Formula: C5H17NO4
Source: the Open Molecules 2025 dataset
Level of theory: ωB97M-V with the def2-TZVPD basis set

For the HOMO energy, the calculation gives -9.250 eV. The HOMO-LUMO gap comes out at 9.82 eV. The calculation puts the LUMO energy at 0.57 eV.

Geometry as ORCA input:
```
! RIJCOSX wB97M-V def2-TZVPD def2/J DEFGRID3
* xyz 0 1
O 0.577 -0.576 -2.818
O -1.346 1.270 -2.734
O 2.174 -1.828 -0.906
O 0.031 2.544 -0.550
N 1.492 1.812 1.553
C -1.905 -1.308 0.781
C -1.780 -2.501 0.193
C 0.934 0.757 2.465
C -1.049 -0.691 1.796
C 0.150 -0.164 1.570
H 0.801 -0.377 0.734
H -1.787 0.451 -2.470
H -1.145 1.789 -1.936
H -0.029 -1.037 -3.451
H 1.540 2.779 1.755
H 2.128 -1.491 -1.832
H -2.645 -2.830 -0.333
H 0.528 1.111 3.448
H 1.798 0.086 2.631
H 0.730 2.665 -1.193
H 2.405 1.501 1.298
H -1.504 -0.421 2.704
H 1.219 -1.864 -0.732
H 0.069 0.271 -2.789
H 0.296 1.862 0.104
H -0.828 -3.070 0.066
H -2.852 -0.743 0.646
*
```

=====

Model c:
Formula: C5H17NO4
Source: the Open Molecules 2025 dataset
Level of theory: ωB97M-V with the def2-TZVPD basis set

For the HOMO energy, the calculation gives -8.818 eV. The HOMO-LUMO gap comes out at 8.87 eV. The calculation puts the LUMO energy at 0.05 eV.

Geometry as ORCA input:
```
! RIJCOSX wB97M-V def2-TZVPD def2/J DEFGRID3
* xyz 0 1
O -3.345 2.795 -1.200
O 1.216 3.884 -1.151
O -1.898 0.000 1.986
O 2.380 3.107 1.123
N 0.706 -0.925 -1.514
C 2.409 -1.771 1.327
C -0.580 -2.216 0.001
C 0.617 -1.796 -0.379
C -1.866 -2.325 -0.693
C 1.924 -2.252 0.194
H -3.681 2.929 -0.310
H -2.817 -2.230 -0.088
H -2.148 -3.331 -1.036
H 1.991 -1.075 2.060
H 2.533 -3.000 -0.415
H -0.737 -2.531 1.033
H 0.276 4.062 -1.149
H 1.727 2.827 1.777
H 1.814 3.720 0.610
H -2.609 2.181 -1.131
H 3.453 -2.098 1.464
H 1.551 3.107 -1.601
H -2.231 -1.691 -1.495
H 0.565 0.043 -1.279
H 1.535 -1.158 -2.042
H -1.270 0.186 2.683
H -1.514 -0.442 1.224
*
```

=====

Least stable of them? model c.

=====

Model a:
Formula: C3H2F4
Source: the Open Molecules 2025 dataset
Level of theory: ωB97M-V with the def2-TZVPD basis set

For the HOMO energy, the calculation gives -10.305 eV. The HOMO-LUMO gap comes out at 10.65 eV. The calculation puts the LUMO energy at 0.35 eV.

Geometry as ORCA input:
```
! RIJCOSX wB97M-V def2-TZVPD def2/J DEFGRID3
* xyz 0 1
F -1.417 -1.652 -0.950
F 0.065 -2.674 0.231
F -3.692 -0.630 1.035
F -4.371 0.374 -0.649
C -3.557 0.462 0.283
C 0.188 -0.368 0.107
C -0.390 -1.500 -0.066
H -0.291 0.335 -0.459
H 1.055 0.020 0.589
*
```

=====

Model b:
Formula: C3H2F4
Source: the Open Molecules 2025 dataset
Level of theory: ωB97M-V with the def2-TZVPD basis set

For the HOMO energy, the calculation gives -10.893 eV. The HOMO-LUMO gap comes out at 11.54 eV. The calculation puts the LUMO energy at 0.65 eV.

Geometry as ORCA input:
```
! RIJCOSX wB97M-V def2-TZVPD def2/J DEFGRID3
* xyz 0 1
F -1.217 1.424 -0.099
F 1.154 -0.882 2.235
F 2.746 0.148 1.157
F 1.433 -1.114 0.135
C 1.437 -0.241 1.143
C -1.727 0.708 -1.030
C -2.060 -0.068 -1.887
H -2.591 -0.752 -2.499
H 0.823 0.777 0.845
*
```

=====

Least stable of them? model a.